Computed, not measured: a cluster of 2 separate species, C4H7NO in total, with ωB97M-V/def2-TZVPD.

```
13
Properties=species:S:1:pos:R:3:forces:R:3
O 5.002 -2.781 1.216 0.946 -0.602 -0.499
H 5.640 -2.457 0.540 -0.667 -0.392 0.734
H 5.294 -3.700 1.411 -0.285 0.999 -0.237
C -2.277 1.846 -0.592 0.880 1.553 -0.867
C -2.639 0.496 -0.748 -0.888 -1.070 0.797
C -0.949 1.865 -0.247 0.381 0.236 1.817
C -1.620 -0.283 -0.231 -0.105 0.969 -0.294
N -0.621 0.610 0.135 0.923 -2.654 -0.582
H -2.774 2.812 -0.682 -0.412 -0.715 -0.535
H -3.590 0.077 -1.079 0.282 0.344 0.118
H -0.210 2.626 0.003 -0.674 0.145 -0.269
H -1.552 -1.367 -0.142 0.186 0.558 0.074
H 0.297 0.256 0.417 -0.568 0.629 -0.255
```
Forces are in eV/Å.

As for the net charge: 0. The value obtained for the orbital gap is 0.333 Ha. The calculation puts the energy relative to the best compared isomer or geometry (same formula, charge and spin) at 1.3211 eV. Its SMILES is c1cc[nH]c1.O. The LUMO energy is 0.03197 Eh.

Computed, not measured: a structure of composition C4H7NO, with ωB97M-V/def2-TZVPD.

```
13
Properties=species:S:1:pos:R:3:forces:R:3
C -0.860 -0.279 -1.276 -0.006 -0.001 0.011
C -0.074 -0.022 -0.008 -0.003 0.069 -0.058
C -0.267 -0.907 1.187 -0.060 0.334 0.115
N 1.157 -0.785 0.153 -0.002 0.012 0.085
C 0.149 1.428 0.328 0.300 0.102 0.229
O 1.151 1.841 0.870 -0.519 -0.163 -0.264
H -0.421 0.247 -2.133 -0.066 -0.102 0.139
H -0.865 -1.352 -1.481 -0.020 0.171 0.041
H -1.898 0.050 -1.149 0.183 -0.035 -0.017
H 0.052 -0.360 2.089 -0.046 -0.131 -0.177
H 0.724 -1.723 0.662 0.250 -0.050 -0.059
H 1.839 -0.246 0.693 -0.163 -0.122 -0.080
H -0.686 2.110 0.065 0.152 -0.082 0.032
```
Forces are in eV/Å.

As for the net charge: 0. The value obtained for the orbital gap is 0.360 Ha. The calculation puts the energy relative to the best compared isomer or geometry (same formula, charge and spin) at 4.7231 eV. The LUMO energy is 0.02874 Eh.

Computed, not measured: the molecule C4H7NO, with ωB97M-V/def2-TZVPD.

```
13
Properties=species:S:1:pos:R:3:forces:R:3
O -1.927 -1.548 0.418 -0.050 -0.659 -0.256
N -0.519 -1.816 0.443 0.290 0.733 0.528
C 0.022 -0.711 0.136 -0.190 0.308 0.372
C -0.617 0.508 -0.436 -0.110 -0.135 0.152
C 0.666 1.331 -0.262 0.148 0.090 0.308
C 1.357 0.021 0.245 0.210 -0.209 0.221
H -2.331 -2.396 0.633 0.185 -0.026 -0.041
H -0.442 0.149 -1.450 -1.631 0.461 -0.795
H -1.605 0.805 -0.037 0.554 -0.035 -0.970
H 1.023 1.771 -1.204 0.054 -0.219 0.409
H 0.600 2.126 0.485 0.166 -0.211 -0.005
H 2.238 -0.339 -0.288 -0.103 -0.061 0.145
H 1.536 0.098 1.319 0.476 -0.037 -0.068
```
Forces are in eV/Å.

As for the net charge: 0. The value obtained for the orbital gap is 0.381 Ha. The calculation puts the energy relative to the best compared isomer or geometry (same formula, charge and spin) at 3.7411 eV. Its SMILES is ON=C1CCC1. The LUMO energy is 0.03824 Eh.